Below is C44H52BrN4OS4TaTe as an isolated structure at a distorted geometry, with properties calculated with wB97M-V/def2-TZVPD.

```
108
Properties=species:S:1:pos:R:3:lowdin_charge:R:1
Ta -0.017 -0.984 1.256 1.34
C 2.526 -2.126 4.402 -0.03
C 3.414 -1.775 3.242 -0.25
C 4.686 -2.330 3.152 -0.04
C 5.541 -2.000 2.117 -0.08
C 5.142 -1.078 1.162 -0.04
C 3.879 -0.504 1.216 -0.24
C 3.449 0.489 0.178 -0.03
C 3.012 -0.888 2.241 -0.35
N 1.688 -0.341 2.238 -0.15
C 1.510 0.696 3.192 -0.29
C 2.639 1.173 4.064 -0.02
C 0.284 1.242 3.224 -0.31
C -0.115 2.405 4.078 -0.01
N -0.634 0.677 2.292 -0.14
C -1.890 1.375 2.321 -0.27
C -2.859 1.040 3.278 -0.24
C -2.576 0.098 4.419 -0.07
C -4.103 1.661 3.211 -0.05
C -4.379 2.613 2.245 -0.07
C -3.369 3.024 1.391 -0.04
C -2.103 2.449 1.446 -0.23
C -0.984 3.074 0.665 -0.07
H 2.581 -3.193 4.620 0.09
H 1.486 -1.870 4.217 0.04
H 2.848 -1.594 5.301 0.09
H 4.999 -3.043 3.906 0.12
H 6.522 -2.453 2.057 0.10
H 5.815 -0.801 0.359 0.11
H 4.283 0.747 -0.473 0.09
H 3.063 1.403 0.635 0.08
H 2.653 0.096 -0.458 0.03
H 3.556 0.617 3.894 0.08
H 2.386 1.076 5.120 0.09
H 2.856 2.226 3.870 0.09
H 0.740 2.750 4.656 0.08
H -0.909 2.154 4.783 0.08
H -0.476 3.247 3.486 0.08
H -1.529 -0.186 4.468 0.04
H -3.157 -0.825 4.374 0.07
H -2.844 0.587 5.357 0.09
H -4.861 1.396 3.939 0.12
H -5.357 3.070 2.194 0.10
H -3.548 3.828 0.688 0.12
H -0.694 4.013 1.143 0.09
H -1.300 3.316 -0.352 0.06
H -0.103 2.439 0.618 0.03
O 1.160 -7.330 3.900 -0.06
C 0.941 -6.266 3.394 -1.01
S 1.905 -5.587 2.065 0.97
C 1.017 -4.084 1.915 -1.09
C -0.027 -3.916 2.741 -1.09
S -0.967 -2.443 2.888 0.63
S -0.386 -5.193 3.885 0.96
S 1.620 -2.938 0.766 0.65
N -3.515 -1.383 1.403 -0.01
N -2.483 -0.718 0.672 -0.13
H -4.416 -1.073 1.052 0.09
H -3.450 -1.094 2.369 0.01
H -2.717 0.252 0.464 0.07
H -2.379 -1.227 -0.202 0.02
C -2.560 5.862 -4.893 -0.05
C -1.990 4.652 -4.211 -0.26
C -2.624 3.423 -4.286 -0.01
C -2.120 2.287 -3.661 -0.31
C -2.884 1.000 -3.813 -0.10
C -0.924 2.400 -2.933 -0.41
Te -0.260 0.688 -1.895 1.50
C -0.268 3.638 -2.834 -0.32
C 1.002 3.858 -2.060 -0.08
C -0.815 4.740 -3.482 -0.01
H -3.422 5.604 -5.504 0.07
H -1.818 6.335 -5.538 0.08
H -2.877 6.607 -4.162 0.08
H -3.545 3.338 -4.852 0.12
H -3.735 1.154 -4.474 0.08
H -3.259 0.631 -2.858 0.06
H -2.259 0.209 -4.229 0.06
H 1.295 2.988 -1.473 0.03
H 0.885 4.699 -1.375 0.09
H 1.827 4.105 -2.729 0.09
H -0.307 5.696 -3.406 0.13
C -2.999 -3.680 -2.579 -0.05
C -1.468 -3.695 -2.499 -0.61
C -0.873 -3.173 -3.814 -0.04
C -0.969 -5.120 -2.228 -0.04
C -1.029 -2.823 -1.403 -0.15
C -0.672 -2.134 -0.468 -0.39
H -3.340 -4.378 -3.345 0.09
H -3.361 -2.683 -2.838 0.08
H -3.439 -3.969 -1.625 0.09
H -1.229 -3.783 -4.646 0.09
H 0.216 -3.218 -3.797 0.08
H -1.167 -2.137 -3.990 0.07
H -1.252 -5.775 -3.054 0.09
H -1.400 -5.511 -1.307 0.09
H 0.116 -5.135 -2.123 0.09
Br 5.722 -0.985 -4.529 0.74
C 4.010 -0.518 -3.875 -0.69
C 3.281 -1.443 -3.143 -0.11
C 2.038 -1.088 -2.646 -0.17
C 1.537 0.193 -2.863 -0.50
C 2.268 1.103 -3.614 -0.11
C 3.505 0.745 -4.129 -0.12
H 3.678 -2.431 -2.960 0.11
H 1.476 -1.812 -2.068 0.06
H 1.878 2.090 -3.821 0.09
H 4.079 1.451 -4.713 0.10
```

Properties
E_HOMO, eV: -6.65
Spin multiplicity: 1
Total charge: 0
HOMO-LUMO gap, eV: 5.78
Lowest unoccupied orbital energy, eV: -0.88